DFT (wB97M-V/def2-TZVPD) results for C23H38N4O11P3SSn as an isolated structure at a distorted geometry.

The geometry in XYZ format:
```
81
Properties=species:S:1:pos:R:3:mulliken_charge:R:1
Sn -1.92 -0.30 -2.50 1.045
C 1.18 1.07 -7.48 -1.224
C 0.18 0.76 -6.43 0.457
O -1.04 0.42 -7.04 -0.503
P -2.70 -8.61 -5.95 0.601
O -3.22 -7.81 -4.57 -0.448
O -4.01 -9.24 -6.55 -0.421
O -1.50 -9.38 -5.68 -0.457
P 0.37 -0.10 -4.92 1.056
O 1.48 -1.17 -4.98 -0.491
O -1.00 -0.74 -4.41 -0.788
O 0.95 1.12 -4.11 -0.205
H 0.93 1.95 -8.12 0.318
H 1.14 0.20 -8.21 0.347
H 2.25 0.92 -7.24 0.311
H -1.64 -0.02 -6.44 0.348
H -2.58 -7.46 -3.91 0.341
H -4.40 -9.18 -7.43 0.384
H 2.34 -1.02 -5.38 0.375
N 5.62 1.68 7.83 -0.251
C 6.44 0.91 8.25 -0.051
C 5.80 -1.90 7.10 -0.219
C 6.39 -3.15 7.14 -0.747
C 5.28 -4.15 7.05 -0.399
C 4.04 -3.48 6.76 0.384
C 2.69 -3.73 6.58 -0.201
C 1.86 -2.60 6.77 -0.328
C 2.30 -1.27 6.92 -0.224
N 3.61 -1.03 6.82 -0.466
C 4.46 -2.03 6.67 0.344
H 0.36 -6.62 4.92 -0.208
H 5.22 2.38 8.45 0.305
H 6.17 -0.94 7.26 0.342
H 7.37 -3.39 7.44 0.482
H 5.17 -5.22 7.51 0.300
H 3.01 -5.01 6.59 0.187
H 0.79 -2.84 6.72 0.356
H 1.56 -0.62 7.29 0.400
C -2.16 5.74 0.01 -1.498
C -2.99 4.73 -0.86 1.384
C -4.30 4.56 -0.03 -1.547
C -3.21 5.22 -2.32 -1.446
O -2.34 3.35 -0.94 -0.175
P -0.97 2.84 -1.62 0.647
O -0.87 2.85 -3.08 -0.882
O -1.03 1.46 -1.17 -0.525
O 0.24 3.65 -0.90 0.097
C 1.67 3.54 -0.73 1.106
C 2.63 4.61 -1.49 -1.327
C 1.97 3.53 0.85 -1.707
C 2.41 2.17 -1.22 -1.118
H -2.70 6.68 0.17 0.465
H -1.12 5.95 -0.26 0.295
H -2.10 5.28 1.01 0.406
H -4.49 5.54 0.50 0.349
H -4.32 3.75 0.69 0.360
H -5.18 4.46 -0.62 0.422
H -3.51 6.26 -2.23 0.388
H -3.95 4.66 -2.88 0.357
H -2.28 5.07 -2.92 0.317
H 3.41 4.68 -0.70 0.393
H 2.26 5.67 -1.69 0.290
H 3.13 4.35 -2.42 0.334
H 1.59 4.54 1.19 0.363
H 2.95 3.35 1.23 0.503
H 1.39 2.87 1.47 0.404
H 1.73 1.29 -1.18 0.185
H 3.22 1.97 -0.38 0.317
H 2.82 2.06 -2.28 0.255
S -2.85 -0.76 0.63 -0.406
C -3.53 -2.28 0.60 0.215
N -4.86 -2.35 1.00 -0.109
C -5.65 -3.47 0.82 -0.012
C -5.05 -4.65 0.45 -0.638
C -3.68 -4.54 0.16 0.064
N -2.97 -3.43 0.16 -0.504
H -5.25 -1.45 1.32 0.258
H -6.71 -3.23 0.90 0.395
H -5.59 -5.56 0.25 0.376
H -3.10 -5.42 -0.02 0.479
H 0.35 2.06 -4.18 0.419
```

The calculation puts the LUMO energy (alpha / beta) at -0.186 / -0.186 Eh. The total charge is +1. The value obtained for the energy above the lowest of the compared OMol25 structures with the same formula, charge and spin is 1267.1 kJ/mol. Its largest force on an atom is 6.7 eV/A.